Arrangement A

DFT (the ωB97M-V functional and the def2-TZVPD basis) results for a cluster of 2 separate species, C3H2N2O in total.

Structure (XYZ):
```
8
C3H2N2O (the ωB97M-V functional and the def2-TZVPD basis)
C 1.3465 -2.3494 1.1969
O 1.1860 -3.2115 0.5069
N -1.9980 0.3598 -0.8497
H -0.0437 0.9067 -0.7417
C -1.8501 -0.7517 -0.1051
N -1.9820 -1.7503 0.4800
C -1.0780 1.2192 -1.0932
H -1.2013 2.2098 -1.4333
```

Summary:
Spin multiplicity: 1
LUMO level, eV: -0.54
Kohn-Sham gap, eV: 10.1
Charge: 0



Arrangement B

DFT (the ωB97M-V functional and the def2-TZVPD basis) results for a structure of composition C3H2N2O.

Structure (XYZ):
```
8
C3H2N2O (the ωB97M-V functional and the def2-TZVPD basis)
C 0.8967 -0.0967 0.6632
C -1.2615 0.6029 -0.3910
H -1.6439 0.8601 -1.4413
C -0.1174 -0.2000 -0.2368
N 1.7758 -1.1585 0.3066
H 1.1492 0.6366 1.3046
N 1.2052 -1.5714 -0.6899
O -2.0041 0.9271 0.4845
```

Summary:
Spin multiplicity: 1
LUMO level, eV: -1.55
Kohn-Sham gap, eV: 8.2
Charge: 0



Most stable: arrangement A